1.
Formula: C9H7F3O2S
Source: OMol25
Level of theory: ωB97M-V with the def2-TZVPD basis set

- Net charge: 0
- Expectation value of S²: 2.0178
- LUMO (alpha / beta): 0.7 / -3.5 eV
- Spin multiplicity: 3
- Gap between HOMO and LUMO (alpha / beta): 0.211 / 0.228 Ha

Positions of all 22 atoms, in Å:
S (-0.1799, 2.3095, -0.2935)
F (-3.8768, 0.1641, 1.0720)
F (-5.1982, -1.2465, 0.1328)
F (-4.1373, 0.1873, -1.0749)
O (0.4489, 3.2090, 0.9753)
O (-1.3569, 1.6290, 0.2118)
C (0.8562, -0.1784, 0.4160)
C (2.3311, 1.1988, -0.8929)
C (-2.0475, -2.3805, -0.1845)
C (3.0432, -0.9723, -0.1566)
C (3.2962, 0.2065, -0.8414)
C (1.1178, 1.0002, -0.2567)
C (1.8241, -1.1668, 0.4711)
C (-4.0154, -0.6096, -0.0075)
C (-2.9251, -1.5684, -0.1497)
H (-0.1089, -0.3076, 0.8844)
H (0.0145, 2.9677, 1.8003)
H (2.5170, 2.1250, -1.4162)
H (-1.2770, -3.0906, -0.2480)
H (4.2468, 0.3510, -1.3333)
H (3.7992, -1.7422, -0.1146)
H (1.6281, -2.0852, 1.0062)

Atomic forces in eV per Å
S 2.86 -2.38 -2.19
F 0.23 0.05 0.05
F 0.16 -0.10 -0.05
F 0.20 0.02 -0.04
O 0.11 1.11 1.08
O -1.98 -0.05 1.11
C -0.88 -0.62 0.64
C 0.69 0.31 -0.47
C -0.65 0.62 -0.07
C 0.29 -0.47 0.07
C -0.35 0.38 -0.07
C -0.60 1.35 -0.74
C -0.08 0.33 -0.15
C -0.76 0.09 -0.01
C 0.39 -0.26 0.15
H 0.03 -0.15 0.09
H -0.26 0.08 0.66
H 0.13 0.05 -0.06
H 0.45 -0.40 -0.03
H 0.03 0.09 -0.04
H 0.06 -0.05 0.01
H -0.07 -0.01 0.06

***

2.
Formula: C12H28BiNO2P2
Source: OMol25
Level of theory: ωB97M-V with the def2-TZVPD basis set

- Net charge: 0
- LUMO: 0.0 eV
- Relative energy (zero: lowest compared OMol25 entry of this formula, charge and spin): 0.0 kJ/mol
- Gap between HOMO and LUMO: 0.204 Ha

Positions of all 46 atoms, in Å:
Bi (1.1790, 0.4444, -0.1051)
P (-0.2395, 1.1918, 2.0604)
P (-0.0297, -0.6240, -2.3003)
O (-3.4329, -1.7978, -0.3635)
O (-3.7003, -0.5892, 2.0129)
N (-1.5020, 1.4763, -0.7168)
C (2.2679, -1.5319, 0.1413)
C (1.3189, -0.6390, -3.5313)
C (-2.0028, 1.3579, -1.9460)
C (-1.2222, 0.5899, -3.0072)
C (-1.8192, 1.8814, 1.6437)
C (-3.2292, 1.9486, -2.2915)
C (0.8146, 2.5663, 2.6652)
C (-0.5182, 0.1624, 3.5387)
C (-0.9268, -2.1747, -2.6092)
C (-3.5022, 2.6393, -0.0122)
C (-2.2582, 2.0171, 0.3037)
C (-3.9752, 2.6130, -1.3119)
H (-3.3269, 0.3260, 2.0446)
H (-4.6315, -0.4949, 2.2695)
H (-4.0550, 3.1050, 0.8011)
H (-1.2575, -2.3413, 1.2442)
H (2.0516, -1.4103, -3.2543)
H (-4.9237, 3.0841, -1.5827)
H (-3.5274, -2.7436, -0.1664)
H (2.3462, -1.6833, 1.2246)
H (1.8036, 2.1889, 2.9641)
H (3.2804, -1.4699, -0.3016)
H (-0.7296, 0.8438, 4.3765)
H (-1.3714, -0.5076, 3.3741)
H (0.9158, 3.3388, 1.8918)
H (-2.4191, 2.3800, 2.4106)
H (-3.5744, 1.8406, -3.3187)
H (0.3843, -0.4225, 3.7570)
H (-1.1087, -2.2608, -3.6929)
H (-1.8845, -2.1871, -2.0728)
H (-0.3058, -3.0170, -2.2798)
H (0.2994, 2.9900, 3.5449)
H (-1.0755, -1.8991, 0.6636)
H (-0.6872, 1.3030, -3.6610)
H (1.8309, 1.9465, -0.8028)
H (1.7070, -2.3383, -0.3272)
H (0.9032, -0.8889, -4.5253)
H (-3.5901, -1.3453, 0.5150)
H (-1.9385, 0.0490, -3.6460)
H (1.8147, 0.3405, -3.5847)

Atomic forces in eV per Å
Bi -2.44 -0.90 -0.55
P -1.58 0.89 1.15
P -0.52 0.02 -1.17
O -0.35 -0.23 0.51
O -0.48 0.59 0.53
N -0.14 -0.38 0.23
C 2.18 -0.41 0.05
C -0.16 -0.34 -0.68
C -1.08 0.95 0.34
C 0.06 0.46 0.09
C 0.23 -0.12 -0.11
C 0.50 -0.62 -0.47
C -0.19 0.05 0.74
C 0.16 0.25 0.43
C 0.13 -0.44 -0.17
C -0.09 0.02 -0.35
C 0.20 -0.26 -0.37
C 0.34 -0.04 0.38
H 0.21 -0.42 -0.27
H 0.35 -0.04 -0.09
H 0.00 -0.03 -0.24
H 0.24 0.20 -0.19
H -0.13 0.26 -0.08
H 0.29 -0.14 0.17
H 0.03 0.45 -0.08
H 0.05 -0.14 -0.28
H -0.18 0.21 -0.04
H -0.39 -0.40 0.35
H -0.03 -0.35 0.04
H 0.28 0.20 -0.01
H -0.03 -0.29 0.19
H 0.27 -0.01 -0.03
H -0.10 0.11 0.25
H -0.24 0.09 0.11
H 0.04 -0.05 0.29
H 0.29 0.14 -0.01
H -0.22 0.07 -0.07
H 0.39 0.13 -0.22
H -0.06 -0.20 0.29
H -0.06 -0.26 0.29
H 1.66 1.25 -0.66
H -0.12 0.13 0.05
H 0.31 0.11 0.27
H 0.30 -0.33 -0.87
H 0.25 0.15 0.17
H -0.15 -0.29 0.11

***

3.
Formula: C5H11BN2O2
Source: OMol25
Level of theory: ωB97M-V with the def2-TZVPD basis set

- Net charge: 0
- LUMO: 0.3 eV
- Relative energy (zero: lowest compared OMol25 entry of this formula, charge and spin): 467.7 kJ/mol
- Gap between HOMO and LUMO: 0.283 Ha

Positions of all 21 atoms, in Å:
O (0.1883, 1.5658, -0.5796)
O (-0.5325, -0.2304, -1.9240)
N (1.3238, -2.3710, 0.2680)
N (-1.1265, 0.4714, 2.9446)
C (0.0258, -0.7976, 1.3980)
C (1.2443, -1.3073, 0.9039)
C (-0.0730, 0.2620, 2.2798)
C (-1.2135, -1.5468, -1.8881)
C (0.3122, 2.7923, -1.2682)
B (-0.1102, 0.3631, -0.8370)
H (0.8399, 0.8026, 2.5648)
H (2.2111, -2.8240, 0.1217)
H (-0.2232, 3.4955, -0.5561)
H (-1.7090, -1.7204, -2.9059)
H (-1.1130, 1.2207, 3.6563)
H (-2.0109, -1.3697, -1.1805)
H (2.2216, -0.7165, 1.1803)
H (-0.8585, -1.3795, 1.2946)
H (-0.7122, -2.4953, -1.8513)
H (1.4147, 3.1019, -1.2819)
H (-0.0991, 2.6831, -2.3392)

Atomic forces in eV per Å
O 1.22 1.62 1.08
O 0.06 -2.40 -0.65
N -0.69 -2.98 -1.30
N -1.86 0.56 0.77
C -0.83 0.73 -4.02
C 3.00 1.73 1.41
C 1.05 1.65 2.43
C -2.07 1.00 -2.40
C 0.28 0.96 -0.33
B -0.54 -2.00 1.84
H 0.17 0.11 -0.51
H 0.47 0.69 -0.13
H 0.44 -0.39 -1.59
H 0.47 1.09 1.15
H 0.54 -0.47 -0.74
H -0.04 -0.79 0.31
H -1.57 -0.66 -0.18
H -0.44 -0.74 0.03
H 1.39 0.29 1.22
H -1.56 -0.55 -0.14
H 0.49 0.56 1.77

***

4.
Formula: C14H15FIN4O6Se4W
Source: OMol25
Level of theory: ωB97M-V with the def2-TZVPD basis set

- Net charge: +3
- LUMO: -11.3 eV
- Relative energy (zero: lowest compared OMol25 entry of this formula, charge and spin): 6.2 kJ/mol
- Gap between HOMO and LUMO: 0.218 Ha

Positions of all 46 atoms, in Å:
W (0.9954, -1.2347, 0.2103)
I (-1.5220, -3.0016, 3.0460)
Se (-0.1820, -3.2049, -0.8663)
Se (3.6327, -1.1012, 0.6522)
Se (2.0426, -3.7505, -1.3136)
Se (3.0223, -1.5846, -1.4747)
F (0.2572, 5.3514, -5.0586)
O (-0.5560, 1.6246, -1.3076)
O (1.0666, -0.2977, 2.1681)
O (0.2259, -0.5460, -1.5757)
O (-2.0400, 5.3913, -3.4935)
O (1.3256, -2.7432, 1.5744)
O (1.2326, 0.6939, -0.1580)
N (-1.3295, 3.5237, -2.3806)
N (0.6702, 2.5231, -2.9165)
N (2.4365, -4.4907, 2.3829)
N (-1.0294, -0.5442, 0.7783)
C (-0.4315, 2.5771, -2.1989)
C (1.3807, -3.7027, 2.3785)
C (-3.3820, -0.4030, 0.3843)
C (0.0531, 0.6486, 2.5708)
C (-2.4067, 0.7733, 2.2161)
C (-3.5329, 0.4217, 1.4935)
C (-1.1782, 0.2713, 1.8339)
C (-2.1266, -0.8494, 0.0499)
C (0.6336, 0.7300, -1.3958)
C (0.0614, 4.4428, -4.1415)
C (0.2965, -4.0031, 3.3670)
C (0.9436, 3.4678, -3.9193)
C (-1.1959, 4.5711, -3.3758)
C (1.4690, 1.3681, -2.5285)
H (-4.2265, -0.6978, -0.2229)
H (2.4463, 1.6771, -2.1587)
H (-1.9809, -1.4393, -0.8411)
H (-0.0904, 0.5636, 3.6473)
H (0.6456, -3.7546, 4.3693)
H (3.2123, -4.3131, 1.7602)
H (1.9213, -0.0760, 2.5632)
H (-2.4735, 1.4248, 3.0782)
H (0.0803, -5.0696, 3.3424)
H (-2.1752, 3.5497, -1.8212)
H (-4.5090, 0.7879, 1.7846)
H (1.5678, 0.6743, -3.3619)
H (2.5122, -5.2706, 3.0211)
H (0.3717, 1.6595, 2.3111)
H (1.8653, 3.3618, -4.4727)

Atomic forces in eV per Å
W 0.68 0.75 -0.29
I -0.23 -0.11 0.18
Se 0.13 -0.09 -0.26
Se -0.16 -0.09 0.04
Se 0.15 -0.26 0.07
Se -0.25 -0.19 -0.09
F 0.00 0.00 0.00
O 0.00 -0.04 0.07
O 0.12 -0.07 0.23
O -0.01 0.11 0.11
O 0.03 -0.02 -0.01
O -0.31 0.70 -0.25
O -0.08 -0.24 -0.01
N 0.00 -0.05 0.04
N 0.05 0.04 -0.05
N -0.21 0.19 -0.06
N 0.02 -0.07 -0.13
C -0.02 0.09 -0.05
C 0.30 -0.65 0.22
C 0.00 -0.03 0.00
C 0.03 0.05 0.07
C -0.04 0.03 0.03
C 0.00 0.00 0.01
C -0.09 0.05 0.01
C -0.01 0.01 -0.01
C -0.20 0.05 0.01
C -0.07 0.08 -0.02
C 0.00 -0.14 0.11
C 0.06 -0.14 0.06
C -0.04 0.03 0.00
C 0.07 -0.01 -0.02
H 0.00 0.01 0.00
H 0.02 0.01 -0.01
H 0.01 -0.02 -0.02
H 0.04 0.01 0.02
H 0.02 0.01 0.00
H 0.02 0.00 -0.02
H -0.05 0.07 -0.06
H 0.00 -0.02 0.00
H 0.04 -0.03 0.04
H -0.01 0.00 0.01
H 0.00 0.00 0.00
H 0.01 -0.02 -0.01
H -0.02 -0.01 0.02
H 0.03 0.00 -0.02
H 0.00 -0.01 0.01